DFT (the ωB97M-V functional and the def2-TZVPD basis) results for a structure of composition C10H13CrF6NO4S2 in a non-equilibrium geometry.

```
37
Properties=species:S:1:pos:R:3:forces:R:3:lowdin_charge:R:1
C -1.18922 -1.04606 -2.03182 -0.79 0.97 -0.72 -0.176
C 1.66970 -0.11292 -2.86468 0.43 -0.12 0.18 -0.112
C -1.57306 0.22944 -2.24020 -0.17 -1.26 -0.27 -0.177
H -1.66749 -1.63652 -1.24753 0.08 0.39 -0.07 0.082
C 1.38789 1.15329 -2.57300 0.24 0.20 -0.03 -0.119
H 2.61730 -0.54630 -2.51807 -0.32 0.37 0.12 0.104
H -2.36119 0.68124 -1.63614 0.37 -0.39 0.16 0.077
H 2.10589 1.74156 -1.98645 -0.13 -0.37 -0.20 0.103
C -1.10134 1.14132 -3.32331 0.03 0.52 -0.45 -0.202
H -1.90386 1.87944 -3.48059 0.27 -0.15 -0.10 0.109
H -0.98950 0.61101 -4.27168 -0.04 0.16 0.14 0.094
C -0.22233 -1.84202 -2.84280 0.51 -0.24 -0.19 -0.190
H -0.78534 -2.49707 -3.52543 0.09 0.08 0.06 0.115
H 0.30245 -2.53222 -2.16564 -0.06 0.12 -0.05 0.108
C 0.85123 -1.08456 -3.66286 -0.10 -0.53 -0.28 -0.202
H 0.40162 -0.63178 -4.55223 0.18 -0.05 0.24 0.098
H 1.54999 -1.85148 -4.03484 -0.27 0.20 -0.02 0.107
C 0.18565 1.94171 -3.00282 -0.49 0.10 0.06 -0.184
H 0.42081 2.56099 -3.88441 0.09 -0.15 0.21 0.115
H -0.04178 2.65890 -2.20082 -0.01 -0.12 -0.12 0.107
Cr -0.30865 0.08784 1.26992 -1.18 -0.01 -1.61 0.705
H -1.35836 0.10608 -0.03051 0.38 0.30 1.11 -0.061
F -1.23972 3.56437 3.83810 0.39 -1.28 0.37 0.142
C -1.18466 2.25227 4.15675 -1.43 0.37 0.03 -0.590
F -1.29300 2.11372 5.49642 0.44 0.01 -1.62 0.148
F -2.23222 1.63401 3.55852 0.85 0.50 0.58 0.117
S 0.39042 1.48838 3.46249 0.49 -1.26 0.39 0.715
O 0.46018 1.91886 2.03542 -0.06 0.47 1.81 -0.363
O 1.42228 1.72055 4.42899 -0.59 0.42 -1.11 -0.231
N -0.07538 -0.09874 3.30815 1.27 0.35 1.44 -0.398
S 1.07272 -1.29176 3.14783 -0.69 1.28 -0.26 0.720
O 0.76623 -1.68471 1.74143 0.94 -0.82 1.65 -0.371
O 2.39157 -0.93756 3.58437 -0.80 -0.66 -0.60 -0.231
C 0.48278 -2.67639 4.31178 -0.32 -0.51 0.22 -0.588
F 0.72191 -2.32627 5.59453 -0.17 -0.33 -1.55 0.146
F -0.83606 -2.88510 4.14340 1.19 0.20 0.12 0.143
F 1.16254 -3.80355 3.99775 -0.65 1.26 0.39 0.140
```
Positions in Å, forces in eV/Å.

Summary:
⟨S²⟩: 6.042
LUMO level (alpha / beta): -0.174 / 0.228 eV
2S+1: 5

---

DFT (the ωB97M-V functional and the def2-TZVPD basis) results for the molecule C4H6O2 in a non-equilibrium geometry.

```
12
Properties=species:S:1:pos:R:3:forces:R:3:lowdin_charge:R:1
C 1.18257 -0.49256 0.10872 -0.48 2.18 -1.23 -0.040
C 0.01689 -0.63303 -0.79932 -1.12 1.87 2.05 -0.065
C -1.03693 -0.30948 0.30566 2.85 -1.03 -0.01 -0.284
C 0.15099 0.62350 0.05754 -1.42 -1.82 0.46 -0.313
O -2.32688 0.00993 0.05518 -1.41 0.88 -0.50 0.021
O 0.08141 2.01131 -0.04235 2.67 -1.40 -1.60 0.067
H 1.11612 -1.13203 0.90905 0.46 -1.39 2.24 0.063
H 2.14978 -0.34595 -0.31808 0.42 0.23 -0.27 0.108
H -0.01077 -0.78387 -1.81988 -0.29 -0.40 -1.80 0.104
H -0.98216 -0.99164 1.20344 -0.21 0.75 -0.84 0.158
H -2.46377 0.72621 -0.59087 0.46 -0.47 0.25 0.119
H -0.68752 2.29639 0.37925 -1.93 0.60 1.26 0.063
```
Positions in Å, forces in eV/Å.

Summary:
LUMO level: 0.646 eV
SMILES: O[C@H]1[C@@H]2C[C@]12O

---

DFT (the ωB97M-V functional and the def2-TZVPD basis) results for a structure of composition C6H13F6N4O4S2Sr.

```
36
Properties=species:S:1:pos:R:3:forces:R:3:lowdin_charge:R:1
Sr 0.32389 0.48705 0.22279 0.04 -0.12 -0.13 1.595
N 1.06813 -0.22241 -2.21378 0.05 -0.02 0.01 -0.078
C 2.24435 -1.07666 -1.94462 0.05 0.04 -0.04 -0.249
C 1.85290 -2.32440 -1.17225 0.00 -0.12 0.03 -0.203
N 1.26322 -2.06387 0.16226 0.02 0.11 -0.02 -0.148
C 2.21190 -2.21650 1.28729 0.04 -0.06 0.06 -0.209
C 3.04462 -0.97788 1.57874 0.03 0.00 -0.01 -0.237
N 2.19005 0.14084 2.03013 0.09 0.03 0.05 -0.073
H 0.42885 -0.71192 -2.83389 -0.01 0.00 0.01 0.096
H 1.36138 0.60559 -2.72605 -0.01 0.01 0.00 0.096
H 2.97012 -0.48514 -1.38182 -0.01 0.03 0.00 0.106
H 2.74920 -1.38620 -2.86308 -0.02 0.00 0.00 0.128
H 2.73197 -2.96985 -1.08061 -0.01 0.00 0.00 0.128
H 1.12071 -2.88215 -1.76097 -0.01 0.02 0.00 0.129
H 0.53137 -2.74936 0.30496 0.00 -0.01 0.00 0.115
H 2.88423 -3.06208 1.11118 0.01 0.00 0.00 0.126
H 1.62883 -2.45835 2.17937 -0.01 -0.01 0.00 0.128
H 3.58602 -0.65826 0.68739 0.00 0.01 -0.01 0.109
H 3.80235 -1.24180 2.31963 -0.01 0.01 0.01 0.128
H 2.73265 1.00171 2.09936 -0.01 -0.01 -0.02 0.078
H 1.87932 -0.04309 2.98084 -0.04 0.01 -0.01 0.101
F 0.60215 5.34197 -1.03823 -0.02 0.00 -0.01 0.169
C 1.25198 5.32415 0.10999 0.07 -0.05 0.03 -0.685
F 2.51004 5.68617 -0.08209 0.01 0.02 -0.01 0.170
F 0.67042 6.13538 0.97602 0.02 0.04 0.00 0.173
S 1.25592 3.60493 0.82174 -0.18 -0.14 0.06 0.597
O 1.31765 2.70904 -0.34046 0.08 -0.15 -0.10 -0.457
O 2.34278 3.52250 1.74175 0.03 0.06 -0.01 -0.251
N -0.10186 3.39498 1.58666 -0.06 -0.02 0.03 -0.302
S -1.48745 3.12049 0.87167 -0.06 0.41 0.20 0.612
O -1.70183 1.67465 0.76848 -0.11 -0.22 -0.08 -0.481
O -1.77469 3.88572 -0.29317 0.01 0.08 -0.07 -0.227
C -2.64992 3.63097 2.20634 0.02 0.05 0.02 -0.695
F -2.43147 2.90649 3.29534 -0.01 0.00 0.01 0.161
F -2.48390 4.91286 2.47487 0.01 -0.03 -0.01 0.177
F -3.87837 3.41428 1.76232 -0.01 -0.01 0.02 0.171
```
Positions in Å, forces in eV/Å.

Summary:
charge: +1
LUMO level: -3.199 eV

---

DFT (the ωB97M-V functional and the def2-TZVPD basis) results for a structure of composition C6H17FeNO7P in a non-equilibrium geometry.

```
33
Properties=species:S:1:pos:R:3:forces:R:3:lowdin_charge:R:1
Fe 25.82578 18.24100 9.63419 0.61 2.28 -1.52 0.623
P 26.19822 20.87722 9.49746 -2.35 1.23 0.88 -0.184
O 26.87215 19.73054 10.26903 3.64 -1.07 3.77 -0.448
O 25.49319 19.86651 8.60158 -4.78 -3.56 -3.09 -0.445
O 26.97676 21.55514 8.46064 2.91 3.06 -0.63 -0.411
O 25.22528 21.63796 10.42950 0.81 -0.28 -0.43 -0.482
C 29.00652 15.56442 8.74015 1.24 -0.86 -0.35 -0.078
C 27.73907 16.15804 9.24597 0.44 0.02 -0.74 -0.430
C 27.86235 16.65570 10.65655 -0.20 0.00 0.13 -0.174
O 26.54121 16.96021 11.09874 -0.24 -1.33 0.98 -0.263
C 26.34467 16.87090 12.51549 1.46 0.96 0.07 -0.049
N 27.43237 17.26436 8.32638 -0.58 -0.75 -0.11 0.058
H 29.39830 14.71278 9.29631 0.23 0.23 0.47 0.079
H 29.71800 16.38365 8.63639 0.51 -0.24 0.41 0.091
H 28.93886 15.16211 7.72937 -0.53 0.11 -0.20 0.079
H 26.94577 15.41198 9.19947 -0.29 0.14 0.04 0.147
H 28.47769 17.55505 10.68154 0.03 0.22 0.17 0.144
H 28.30925 15.86328 11.25693 -0.04 -0.06 0.32 0.125
H 25.30976 16.96149 12.84542 0.02 -0.30 -0.64 0.091
H 26.89515 17.69526 12.96882 -0.16 0.41 0.05 0.101
H 26.87776 16.00279 12.90317 -0.51 -0.55 -0.07 0.080
H 27.30999 16.78937 7.44348 -0.77 0.07 -0.48 0.090
H 28.27939 17.76608 8.10071 0.15 0.85 0.69 0.108
C 23.25128 17.37601 8.72195 -1.70 0.50 0.94 -0.190
C 22.96503 17.70385 10.24650 0.95 0.42 -0.97 -0.149
O 24.07480 18.47320 10.72376 -1.42 -1.00 0.63 -0.107
O 24.58711 16.97873 8.50514 -0.69 -1.17 -0.01 -0.105
H 23.05136 18.20323 8.04090 0.02 0.61 0.61 0.127
H 22.55761 16.60111 8.39568 -0.08 -0.47 0.23 0.107
H 22.85778 16.82107 10.87680 0.23 -0.49 -0.29 0.107
H 22.03089 18.24672 10.39063 -0.03 0.19 -0.53 0.122
H 23.78126 19.17563 11.30859 0.40 0.68 -0.21 0.121
H 24.63124 16.93158 7.54732 0.74 0.17 -0.12 0.114
```
Positions in Å, forces in eV/Å.

Summary:
⟨S²⟩: 6.012
charge: -1
LUMO level (alpha / beta): 2.268 / 2.258 eV
2S+1: 5

---

no.,calculated total energy (eV)
1,-86652.5238
2,-8336.7470
3,-59391.2548
4,-65997.2700